# 1
Here is C5H6FKO3 as an isolated structure in a non-equilibrium geometry from OMol25. Energies are from ωB97M-V/def2-TZVPD.

Last column: Löwdin charge in e.
Cartesian coordinates (Å):
C -1.705 -0.779 -0.078  -0.61
O -2.693 -0.943 0.777  0.08
F 4.987 0.968 -1.373  -0.14
K 1.167 -2.280 -2.380  0.79
C 3.731 0.354 -1.558  -0.40
C 3.490 -0.932 -1.349  -0.25
H -2.887 -0.058 2.632  0.13
O -1.135 0.403 0.032  0.08
H -3.816 0.702 1.294  0.13
C -2.866 0.238 1.579  -0.09
H -0.893 1.132 2.003  0.14
H -1.901 2.111 0.905  0.13
H 3.037 1.141 -1.874  0.04
C -1.647 1.091 1.209  -0.07
O -1.267 -1.670 -0.777  0.06
H 4.401 -1.478 -1.044  -0.05

Properties
- multiplicity = 1
- energy above the lowest of the compared OMol25 structures with the same formula, charge and spin (kJ/mol) = 139.5
- total charge = 0
- LUMO level (eV) = -0.31
- gap between HOMO and LUMO (eV) = 6.25



# 2
Here is a 2-piece molecular cluster, C3H8N2O overall in a non-equilibrium geometry from OMol25. Energies are from ωB97M-V/def2-TZVPD.

Last column: Löwdin charge in e.
Cartesian coordinates (Å):
H -1.618 0.539 0.968  0.07
C 0.165 0.253 1.756  -0.37
O 0.829 0.886 -1.112  0.01
H 1.630 -0.783 -1.814  0.10
H -1.263 -0.294 -2.545  0.08
H -1.201 -1.238 -1.006  0.07
C -0.581 -0.844 -1.857  -0.08
N -0.820 1.130 1.271  0.00
N -0.132 -1.006 1.680  0.04
H 0.540 -1.690 2.144  0.06
H 0.916 0.659 2.420  0.10
H -0.351 -1.994 -2.271  0.13
H -0.571 1.728 0.368  0.12
C 0.742 -0.223 -1.570  -0.33

Properties
- multiplicity = 1
- SMILES string = [H]/N=C/N.CC=O
- energy above the lowest of the compared OMol25 structures with the same formula, charge and spin (kJ/mol) = 252.2
- total charge = 0
- LUMO level (eV) = 0.93
- gap between HOMO and LUMO (eV) = 10.30



# 3
Here is a 2-piece molecular cluster, C2H4F2OS overall in a non-equilibrium geometry from OMol25. Energies are from ωB97M-V/def2-TZVPD.

Last column: Löwdin charge in e.
Cartesian coordinates (Å):
H 1.432 -0.911 -0.996  0.11
F 2.403 -0.629 0.729  0.01
H -1.741 2.179 0.632  0.12
C 1.458 -0.214 -0.151  -0.33
H 0.494 -0.151 0.367  0.00
H -2.610 0.337 1.197  0.07
O -1.329 1.487 0.097  -0.02
C -1.846 0.298 0.411  -0.74
F 1.790 1.018 -0.609  0.01
S -1.397 -1.085 -0.288  0.76

Properties
- multiplicity = 1
- SMILES string = OC=S.FCF
- energy above the lowest of the compared OMol25 structures with the same formula, charge and spin (kJ/mol) = 50.2
- total charge = 0
- LUMO level (eV) = 0.00
- gap between HOMO and LUMO (eV) = 9.32



# 4
Here is a 2-piece molecular cluster, C43H34F6N3OP overall in a non-equilibrium geometry from OMol25. Energies are from ωB97M-V/def2-TZVPD.

Last column: Löwdin charge in e.
Cartesian coordinates (Å):
C -1.761 8.552 7.259  -0.53
H -2.220 -4.180 2.420  0.10
N -1.918 9.110 4.930  -0.04
C -6.368 1.965 -3.984  -0.01
C -3.122 3.087 -0.263  0.04
H -0.404 11.170 4.329  0.12
C -7.903 1.312 -0.386  -0.53
H 1.056 -1.568 5.496  0.10
C -2.314 4.528 1.599  0.14
H -0.696 10.122 6.336  0.14
C -1.919 12.654 3.853  -0.08
C -2.123 -3.247 2.978  -0.09
H 2.965 -0.624 1.756  0.10
H 4.912 -2.051 2.378  0.10
C 1.903 -1.680 4.816  -0.08
H -7.544 4.954 -2.835  0.12
C -0.933 -1.182 3.411  -0.28
H -6.339 1.329 -6.034  0.11
C -3.765 10.636 4.459  -0.02
C -2.892 -1.740 4.720  -0.09
C -6.612 2.130 -5.345  -0.07
F -7.907 0.425 -1.441  0.11
H -7.978 5.268 -5.282  0.11
F -2.145 7.257 6.993  0.12
H -7.696 3.379 -0.007  0.13
C -2.389 10.370 4.518  -0.22
F -9.021 1.089 0.358  0.13
C -7.216 3.303 -5.813  -0.08
H -1.755 0.096 4.935  0.08
H -0.079 1.384 4.957  0.04
C -3.279 4.225 0.604  -0.17
C -2.064 7.961 4.157  -0.18
C 2.988 -2.493 5.166  -0.09
H -3.652 13.923 3.576  0.10
C -7.775 2.725 -0.884  -0.02
H -5.928 1.058 -3.569  0.12
H -8.641 2.944 -1.519  0.15
C -7.299 4.173 -3.559  -0.02
C 4.070 -1.950 3.065  -0.09
F -1.080 8.564 8.435  0.13
C -4.210 11.926 4.180  -0.07
H -4.057 1.778 -1.716  0.13
H -2.169 2.557 -0.265  0.14
C -5.515 4.521 -0.320  0.00
C -4.147 2.659 -1.080  0.03
H -1.196 13.419 3.565  0.11
H -0.130 8.431 5.900  0.14
C -6.705 2.990 -3.086  -0.24
H -4.430 5.973 2.718  0.11
C 4.072 -2.626 4.291  -0.10
C 1.886 -1.025 3.576  -0.27
C -0.916 7.233 3.770  0.02
C -2.286 5.666 2.465  -0.17
H -0.113 5.656 2.608  0.07
N -6.523 2.793 -1.692  -0.05
H 2.981 -3.026 6.119  0.10
H -4.228 7.988 4.112  0.10
H -4.522 6.030 0.798  0.11
C -3.293 12.929 3.848  -0.09
C -5.391 3.330 -1.056  -0.19
C -3.330 7.478 3.759  0.02
C -4.443 5.025 0.388  0.01
H 4.919 -3.257 4.562  0.10
C 0.189 1.425 3.899  -0.28
N 0.837 3.667 2.853  0.06
C -1.027 6.157 2.924  0.01
C 2.984 -1.143 2.715  -0.08
H -6.471 5.048 -0.346  0.12
C -0.987 9.094 6.084  -0.02
H -3.834 -3.623 4.241  0.10
H -0.388 -2.583 1.861  0.11
C -7.534 4.337 -4.923  -0.08
H -7.426 3.417 -6.878  0.11
F -6.804 0.999 0.384  0.12
H -4.462 9.832 4.677  0.10
H -1.468 3.844 1.671  0.12
C -3.028 -2.931 4.000  -0.10
H 0.061 7.595 4.097  0.12
C -1.856 -0.851 4.407  -0.09
H -3.586 -1.494 5.526  0.10
H -5.278 12.139 4.228  0.11
C -1.467 11.400 4.252  -0.02
O 0.553 0.165 1.515  -0.37
C -3.439 6.349 2.964  -0.01
C 0.539 2.633 3.332  -0.41
P 0.443 -0.061 2.991  0.64
F -2.923 9.273 7.438  0.11
C -1.086 -2.361 2.669  -0.07

Properties
- multiplicity = 1
- energy above the lowest of the compared OMol25 structures with the same formula, charge and spin (kJ/mol) = 215.2
- total charge = 0
- LUMO level (eV) = -2.84
- gap between HOMO and LUMO (eV) = 3.21